1.
This record from the Open Molecules 2025 dataset describes a structure of composition C9H16N2O2 at a distorted geometry. The level of theory is wB97M-V/def2-TZVPD.

Computed properties:
Maximum force: 5.6 eV/A
ΔE to the lowest compared entry with this formula, charge and spin: 5.037 eV
LUMO energy: 0.083 eV
Net charge: 0
Total energy: -612.40064 Ha
Orbital gap: 9.78 eV

Each line ends with the Löwdin charge.
Geometry (Å):
C: -3.04 0.97 -0.28  -0.453
C: -3.14 -0.01 -1.32  0.007
C: -2.58 -1.25 -1.08  -0.081
C: -2.20 -0.89 1.28  -0.407
C: 2.33 -2.05 -0.92  -0.112
C: 2.06 -1.11 0.35  -0.307
C: 1.90 0.28 -0.16  -0.281
C: 1.77 1.39 0.91  -0.284
C: 1.34 2.80 0.19  -0.167
H: -2.70 1.08 1.66  0.152
H: -3.37 0.48 -2.29  0.132
H: -2.68 -2.06 -1.85  0.150
H: -2.02 -2.52 0.35  0.136
H: 1.23 -2.45 -1.05  0.085
H: 2.91 -1.53 -1.67  0.050
H: 2.74 -3.09 -0.62  0.081
H: 2.95 -1.07 1.08  0.131
H: 1.23 -1.59 0.76  0.058
H: 2.79 0.23 -0.93  0.138
H: 0.85 0.27 -0.61  0.118
H: 2.62 1.64 1.49  0.073
H: 0.91 1.30 1.57  0.084
H: 0.63 2.53 -0.88  0.117
H: 0.60 3.43 1.00  0.094
H: 2.46 3.53 -0.06  0.128
N: -2.50 0.44 0.91  0.189
N: -2.10 -1.59 0.10  0.108
O: -3.00 2.21 -0.41  0.041
O: -2.01 -1.38 2.46  0.021

2.
This record from the Open Molecules 2025 dataset describes the ion C5H7N2S with charge +1 at a distorted geometry. The level of theory is wB97M-V/def2-TZVPD.

Computed properties:
Maximum force: 4.1 eV/A
ΔE to the lowest compared entry with this formula, charge and spin: 3.013 eV
LUMO energy (spin up / spin down): -6.908 / -6.908 eV
SMILES: S=C/C=[N+]1\C=NCC1
Net charge: +1
Total energy: -702.06152 Ha
Orbital gap (spin up / spin down): 6.99 / 6.99 eV

Each line ends with the Löwdin charge.
Geometry (Å):
C: 0.78 -1.39 -0.92  -0.091
C: 0.58 -0.32 1.14  -0.094
C: 1.84 -2.14 -0.45  -0.616
C: -0.83 1.37 0.85  -0.167
C: -0.81 0.55 -0.44  -0.061
N: 0.00 0.65 1.77  0.124
N: 0.23 -0.45 -0.22  0.000
S: 2.02 -3.75 -0.65  0.909
H: 0.26 -1.70 -1.77  0.138
H: 1.26 -1.00 1.76  0.175
H: 2.41 -1.59 0.35  0.084
H: -0.45 2.40 0.83  0.140
H: -1.83 1.64 1.27  0.146
H: -1.79 0.10 -0.74  0.162
H: -0.67 1.05 -1.42  0.151

3.
This record from the Open Molecules 2025 dataset describes a cluster of 8 separate species, C38H86BrO7P in total at a distorted geometry. The level of theory is wB97M-V/def2-TZVPD.

Computed properties:
Maximum force: 4.3 eV/A
LUMO energy: 0.399 eV
SMILES: CC[PH2](Br)Cc1ccccc1C.CCOCC.CCOCC.CCOCC.CCOCC.CCOCC.CCOCC.CCOCC
Net charge: 0
Total energy: -4941.18858 Ha
Orbital gap: 8.73 eV

Each line ends with the Löwdin charge.
Geometry (Å):
C: -0.47 4.50 3.86  -0.172
C: 0.44 3.96 2.65  -0.429
P: 1.82 2.82 3.26  0.486
Br: 0.32 1.13 3.81  0.255
C: 3.19 4.16 2.94  -0.342
C: 4.38 3.79 3.98  -0.209
C: 4.93 2.33 3.86  -0.056
C: 6.04 1.86 4.83  -0.076
C: 6.56 2.86 5.89  -0.086
C: 6.04 4.31 6.02  -0.035
C: 4.92 4.78 5.04  -0.179
C: 4.34 6.27 5.18  -0.099
H: 0.15 5.19 4.55  0.078
H: -1.37 5.06 3.40  0.075
H: -0.89 3.67 4.53  0.043
H: -0.19 3.35 1.90  0.072
H: 0.87 4.86 2.10  0.082
H: 2.29 2.81 4.64  0.023
H: 2.44 1.95 2.29  0.008
H: 2.78 5.22 3.12  0.069
H: 3.58 4.11 1.85  0.090
H: 4.52 1.62 3.06  0.080
H: 6.42 0.79 4.76  0.085
H: 7.36 2.49 6.60  0.080
H: 6.42 5.03 6.81  0.094
H: 4.19 6.75 4.14  0.077
H: 3.32 6.27 5.72  0.082
H: 5.04 6.91 5.84  0.077
C: -3.54 8.13 4.50  -0.080
C: -3.33 8.02 3.00  -0.281
O: -3.62 6.73 2.47  -0.174
C: -4.96 6.27 2.64  -0.279
C: -6.00 7.17 2.00  -0.080
H: -2.93 7.38 5.02  0.078
H: -3.26 9.12 4.85  0.078
H: -4.58 7.96 4.77  0.065
H: -2.27 8.21 2.78  0.117
H: -3.89 8.79 2.46  0.105
H: -5.17 6.13 3.71  0.105
H: -5.01 5.28 2.18  0.116
H: -6.00 8.17 2.43  0.065
H: -7.00 6.75 2.13  0.078
H: -5.80 7.27 0.93  0.083
C: -4.11 -0.59 -0.60  -0.074
C: -2.68 -0.64 -1.11  -0.281
O: -1.85 0.38 -0.57  -0.163
C: -1.69 0.38 0.84  -0.290
C: -1.09 -0.90 1.39  -0.116
H: -4.56 0.39 -0.82  0.084
H: -4.71 -1.37 -1.08  0.079
H: -4.17 -0.74 0.48  0.054
H: -2.69 -0.49 -2.20  0.115
H: -2.24 -1.62 -0.94  0.104
H: -2.65 0.60 1.33  0.098
H: -1.03 1.22 1.08  0.076
H: -1.72 -1.77 1.18  0.067
H: -0.96 -0.83 2.47  -0.005
H: -0.11 -1.09 0.93  0.083
C: 3.52 3.19 -2.39  -0.079
C: 3.23 4.63 -2.00  -0.279
O: 4.10 5.13 -1.00  -0.176
C: 5.48 5.15 -1.31  -0.280
C: 5.81 6.01 -2.53  -0.082
H: 3.46 2.53 -1.52  0.079
H: 2.80 2.84 -3.14  0.079
H: 4.52 3.08 -2.82  0.065
H: 2.22 4.68 -1.59  0.117
H: 3.24 5.28 -2.88  0.105
H: 5.86 4.13 -1.43  0.106
H: 5.99 5.57 -0.44  0.119
H: 5.33 5.63 -3.43  0.065
H: 6.89 6.02 -2.70  0.078
H: 5.47 7.03 -2.38  0.082
C: -1.56 -4.72 -5.37  -0.074
C: -1.77 -3.99 -4.05  -0.282
O: -0.74 -4.22 -3.10  -0.164
C: 0.57 -3.83 -3.49  -0.275
C: 0.70 -2.35 -3.80  -0.071
H: -1.48 -5.80 -5.20  0.066
H: -2.41 -4.54 -6.04  0.079
H: -0.65 -4.40 -5.87  0.067
H: -2.70 -4.35 -3.59  0.117
H: -1.90 -2.92 -4.21  0.102
H: 0.91 -4.44 -4.34  0.104
H: 1.23 -4.08 -2.66  0.111
H: 0.07 -2.05 -4.64  0.065
H: 1.73 -2.10 -4.05  0.077
H: 0.40 -1.76 -2.93  0.078
C: 4.83 -7.41 -3.91  -0.078
C: 4.54 -6.00 -4.40  -0.277
O: 3.85 -5.20 -3.46  -0.176
C: 4.50 -4.99 -2.21  -0.278
C: 5.84 -4.30 -2.34  -0.081
H: 3.90 -7.92 -3.64  0.079
H: 5.33 -7.99 -4.69  0.079
H: 5.47 -7.41 -3.03  0.065
H: 3.91 -6.06 -5.29  0.118
H: 5.47 -5.50 -4.72  0.105
H: 4.59 -5.93 -1.66  0.107
H: 3.83 -4.35 -1.62  0.115
H: 6.55 -4.89 -2.91  0.065
H: 6.28 -4.12 -1.35  0.078
H: 5.73 -3.33 -2.84  0.082
C: -0.34 -9.38 -3.60  -0.076
C: -0.31 -8.99 -5.07  -0.279
O: -0.27 -10.10 -5.96  -0.162
C: -1.36 -11.01 -5.88  -0.281
C: -2.70 -10.37 -6.18  -0.083
H: 0.53 -9.99 -3.36  0.082
H: -0.34 -8.49 -2.97  0.077
H: -1.23 -9.97 -3.35  0.065
H: 0.59 -8.40 -5.26  0.116
H: -1.16 -8.34 -5.32  0.093
H: -1.37 -11.51 -4.91  0.105
H: -1.17 -11.78 -6.63  0.118
H: -2.95 -9.59 -5.46  0.065
H: -3.50 -11.12 -6.14  0.077
H: -2.70 -9.91 -7.17  0.082
C: -4.97 0.40 3.69  -0.077
C: -6.07 1.15 2.96  -0.278
O: -7.10 0.31 2.47  -0.163
C: -7.82 -0.44 3.44  -0.280
C: -8.52 0.42 4.48  -0.083
H: -4.53 -0.36 3.04  0.071
H: -4.19 1.10 4.01  0.079
H: -5.35 -0.10 4.58  0.067
H: -5.63 1.65 2.08  0.114
H: -6.49 1.95 3.58  0.103
H: -7.15 -1.17 3.92  0.106
H: -8.57 -1.02 2.90  0.118
H: -7.81 1.02 5.06  0.064
H: -9.08 -0.21 5.17  0.077
H: -9.21 1.11 3.99  0.082

4.
This record from the Open Molecules 2025 dataset describes a cluster of 2 separate species, C7H13NOSi in total at a distorted geometry. The level of theory is wB97M-V/def2-TZVPD.

Computed properties:
Maximum force: 5.0 eV/A
ΔE to the lowest compared entry with this formula, charge and spin: 5.270 eV
LUMO energy (spin up / spin down): -3.225 / -3.229 eV
Net charge: 0
Total energy: -693.82153 Ha
Orbital gap (spin up / spin down): 5.24 / 5.23 eV

Each line ends with the Löwdin charge.
Geometry (Å):
C: -1.05 0.09 -2.23  -0.207
C: -0.73 2.55 -1.71  -0.116
C: -0.64 1.32 -1.93  0.093
C: 0.05 3.31 -0.74  -0.061
C: 1.39 -1.17 2.22  -0.146
C: 0.69 -2.58 -0.51  -0.166
C: -1.26 -0.84 1.16  -0.176
N: -1.51 -0.97 -2.43  0.256
O: 1.19 0.32 -0.23  -0.267
Si: 0.62 -0.93 0.47  0.279
H: -1.58 3.08 -2.06  0.140
H: 0.18 2.60 0.10  0.085
H: -0.54 4.24 -0.30  0.134
H: 1.06 3.49 -1.06  0.090
H: 0.58 -1.34 2.79  -0.037
H: 1.97 -2.08 2.14  0.013
H: 2.12 -0.41 2.56  0.040
H: 1.27 -3.23 0.08  0.001
H: -0.33 -2.87 -0.68  0.001
H: 1.11 -2.38 -1.47  0.012
H: -1.28 -0.01 1.94  0.042
H: -1.83 -0.44 0.27  0.007
H: -1.47 -1.75 1.60  -0.017

5.
This record from the Open Molecules 2025 dataset describes a structure of composition C18H27N2O6P2Sn at a distorted geometry. The level of theory is wB97M-V/def2-TZVPD.

Computed properties:
Maximum force: 4.3 eV/A
ΔE to the lowest compared entry with this formula, charge and spin: 0.639 eV
LUMO energy: -13.012 eV
Net charge: +3
Total energy: -2158.88306 Ha
Orbital gap: 4.11 eV

Each line ends with the Löwdin charge.
Geometry (Å):
Sn: -0.23 -0.29 -0.23  1.371
P: 2.18 -0.71 0.87  0.922
C: 3.14 -1.39 -0.60  -0.207
C: 2.45 -1.37 -1.93  -0.275
N: 1.16 -0.97 -2.02  -0.020
C: 0.58 -0.92 -3.23  -0.293
C: 1.22 -1.47 -4.35  0.041
C: 2.50 -1.97 -4.26  0.044
C: 3.14 -1.87 -3.04  0.037
C: -0.81 -0.31 -3.33  -0.244
P: -1.22 1.04 -2.15  0.849
H: 4.22 -2.03 -2.96  0.152
H: 0.65 -1.59 -5.25  0.145
H: 3.00 -2.42 -5.11  0.153
H: -0.92 0.11 -4.33  0.121
H: -1.55 -1.10 -3.19  0.127
H: 4.11 -0.96 -0.58  0.103
H: 3.39 -2.44 -0.35  0.125
H: 4.70 2.91 -0.61  -0.013
O: 4.98 3.44 -1.34  -0.035
H: 5.45 2.82 -1.93  0.048
H: 0.70 4.49 0.92  0.025
O: 0.21 4.08 0.25  -0.016
H: 0.82 4.03 -0.46  0.004
C: -0.75 2.56 -3.06  -0.168
H: -1.10 2.49 -4.11  0.099
H: -1.20 3.44 -2.58  0.084
H: 0.35 2.66 -3.05  0.073
C: -3.02 1.16 -2.01  -0.187
H: -3.26 2.06 -1.44  0.087
H: -3.48 1.23 -3.00  0.101
H: -3.40 0.29 -1.46  0.068
C: 2.10 -2.31 1.67  -0.234
H: 3.09 -2.76 1.71  0.093
H: 1.70 -2.22 2.68  0.080
H: 1.44 -2.96 1.10  0.061
C: 3.14 0.34 2.01  -0.176
H: 2.54 0.49 2.92  0.084
H: 4.10 -0.11 2.30  0.100
H: 3.32 1.33 1.57  0.062
O: -0.86 -2.87 1.70  0.097
C: -1.68 -2.03 1.32  -0.580
O: -1.82 -1.64 0.04  -0.158
C: -2.51 -1.24 2.29  -0.139
C: -2.66 0.17 2.23  -0.040
C: -3.32 0.88 3.25  0.046
C: -3.79 0.16 4.38  -0.109
C: -3.61 -1.24 4.47  0.072
C: -2.91 -1.90 3.46  0.028
N: -4.47 0.81 5.45  -0.302
O: -4.64 2.05 5.38  0.100
O: -4.88 0.10 6.41  0.107
H: -2.19 0.77 1.44  0.066
H: -3.48 1.96 3.22  0.136
H: -4.00 -1.80 5.33  0.145
H: -2.64 -2.95 3.58  0.139